Entry 1:
This record from the OMol25 dataset describes C2H3NO2 in the gas phase in a non-equilibrium geometry. The level of theory is ωB97M-V with the def2-TZVPD basis set.

The value obtained for the electronic energy is -282.93530 Eh. The calculation puts the lowest unoccupied orbital energy (alpha / beta) at -3.032 / -3.059 eV. The value obtained for the energy above the lowest of the compared OMol25 structures with the same formula, charge and spin is 847.3 kJ/mol. Its HOMO energy (alpha / beta) is -9.311 / -9.215 eV.

ORCA input file:
```
! RIJCOSX wB97M-V def2-TZVPD def2/J DEFGRID3
* xyz 0 1
C 0.0112 -0.4931 -0.4606
C 0.0360 0.1170 0.9297
N -0.6989 -1.4782 -0.5916
O 0.5688 0.3501 -1.3285
O -0.0099 0.5660 -2.4246
H 0.9774 0.6030 1.0060
H -0.7669 1.0244 1.0997
H -0.1176 -0.6890 1.7699
*
```

Per-atom natural (NBO) charges, elementary charge units: number 1, C, carries 0.302; number 2, C, carries -0.647; number 3, N, carries -0.137; number 4, O, carries -0.059; number 5, O, carries -0.188; number 6, H, carries 0.232; number 7, H, carries 0.248; number 8, H, carries 0.250

Entry 2:
This record from the OMol25 dataset describes C2H3NO2 in the gas phase. The level of theory is ωB97M-V with the def2-TZVPD basis set.

The value obtained for the electronic energy is -283.18300 Eh. The calculation puts the lowest unoccupied orbital energy at 0.907 eV. The value obtained for the energy above the lowest of the compared OMol25 structures with the same formula, charge and spin is 196.9 kJ/mol. Its HOMO energy is -9.444 eV.

ORCA input file:
```
! RIJCOSX wB97M-V def2-TZVPD def2/J DEFGRID3
* xyz 0 1
N -1.6144 -0.1976 0.1706
C -0.3859 -0.3002 -0.2913
O 0.3723 0.7360 0.1306
C 1.6372 0.1896 -0.1630
O 2.3715 -0.1882 0.6898
H -1.9692 0.5639 0.7421
H -2.2234 -0.9719 -0.0340
H 1.8118 0.1683 -1.2448
*
```

Per-atom natural (NBO) charges, elementary charge units: number 1, N, carries -0.786; number 2, C, carries 0.272; number 3, O, carries -0.557; number 4, C, carries 0.652; number 5, O, carries -0.512; number 6, H, carries 0.388; number 7, H, carries 0.405; number 8, H, carries 0.138

Entry 3:
This record from the OMol25 dataset describes C2H3NO2 in the gas phase in a non-equilibrium geometry. The level of theory is ωB97M-V with the def2-TZVPD basis set.

The value obtained for the electronic energy is -283.09489 Eh. The calculation puts the lowest unoccupied orbital energy at -1.038 eV. The value obtained for the energy above the lowest of the compared OMol25 structures with the same formula, charge and spin is 428.3 kJ/mol. Its HOMO energy is -10.015 eV.

ORCA input file:
```
! RIJCOSX wB97M-V def2-TZVPD def2/J DEFGRID3
* xyz 0 1
C -0.0540 1.0293 -0.1033
C 1.1822 0.3597 -0.2169
H -2.0818 -1.0393 -0.1539
H -0.0789 2.1667 0.1198
H 2.0152 0.9772 0.1161
N -1.2287 0.5014 0.2284
O -1.0625 -0.8642 -0.1375
O 1.3096 -0.8793 0.1676
*
```

Per-atom natural (NBO) charges, elementary charge units: number 1, C, carries -0.115; number 2, C, carries 0.264; number 3, H, carries 0.483; number 4, H, carries 0.211; number 5, H, carries 0.160; number 6, N, carries -0.029; number 7, O, carries -0.524; number 8, O, carries -0.449

Entry 4:
This record from the OMol25 dataset describes 2 unconnected molecules or ions with the total composition C2H3NO2 in a non-equilibrium geometry. The level of theory is ωB97M-V with the def2-TZVPD basis set.

The value obtained for the electronic energy is -283.22045 Eh. The calculation puts the lowest unoccupied orbital energy at 0.996 eV. The value obtained for the energy above the lowest of the compared OMol25 structures with the same formula, charge and spin is 98.6 kJ/mol. Its HOMO energy is -10.182 eV.

ORCA input file:
```
! RIJCOSX wB97M-V def2-TZVPD def2/J DEFGRID3
* xyz 0 1
O -2.5212 0.7717 -0.2644
C -1.5719 0.5347 -0.8425
N -0.0501 0.0033 0.8398
C 1.0060 -0.3295 0.2222
O 1.0722 -0.2456 -1.1046
H 0.1741 0.0790 -1.3662
H -0.0389 -0.1131 1.8428
H 1.9299 -0.7006 0.6729
*
```

Per-atom natural (NBO) charges, elementary charge units: number 1, O, carries -0.490; number 2, C, carries 0.483; number 3, N, carries -0.752; number 4, C, carries 0.439; number 5, O, carries -0.688; number 6, H, carries 0.490; number 7, H, carries 0.367; number 8, H, carries 0.150

Entry 5:
This record from the OMol25 dataset describes C2H3NO2 in the gas phase. The level of theory is ωB97M-V with the def2-TZVPD basis set.

The value obtained for the electronic energy is -283.23406 Eh. The calculation puts the lowest unoccupied orbital energy at 0.258 eV. The value obtained for the energy above the lowest of the compared OMol25 structures with the same formula, charge and spin is 62.9 kJ/mol. Its HOMO energy is -10.548 eV.

ORCA input file:
```
! RIJCOSX wB97M-V def2-TZVPD def2/J DEFGRID3
* xyz 0 1
O 2.1611 -0.7009 0.5048
C 1.2201 0.0027 0.2258
N -0.0838 -0.4337 0.2339
C -1.1853 0.3151 -0.2892
O -1.6353 0.1794 -1.3919
H 1.3393 1.0578 -0.0702
H -0.1846 -1.4331 0.3583
H -1.6314 1.0127 0.4285
*
```

Per-atom natural (NBO) charges, elementary charge units: number 1, O, carries -0.571; number 2, C, carries 0.536; number 3, N, carries -0.717; number 4, C, carries 0.554; number 5, O, carries -0.466; number 6, H, carries 0.116; number 7, H, carries 0.423; number 8, H, carries 0.124

Entry 6:
This record from the OMol25 dataset describes C2H3NO2 in the gas phase in a non-equilibrium geometry. The level of theory is ωB97M-V with the def2-TZVPD basis set.

The value obtained for the electronic energy is -283.08951 Eh. The calculation puts the lowest unoccupied orbital energy (alpha / beta) at -0.484 / -1.936 eV. The value obtained for the energy above the lowest of the compared OMol25 structures with the same formula, charge and spin is 442.4 kJ/mol. Its HOMO energy (alpha / beta) is -10.175 / -9.046 eV.

ORCA input file:
```
! RIJCOSX wB97M-V def2-TZVPD def2/J DEFGRID3
* xyz 0 1
C -0.4791 -0.1529 -0.2905
C -0.5602 0.7588 0.7530
N 0.9235 -0.6525 -0.5900
O -1.4600 -0.6976 -0.7899
O 2.0107 -0.1997 -0.1975
H 0.0963 1.5371 1.1963
H -1.5039 0.9744 1.1605
H 0.9727 -1.5676 -1.2419
*
```

Per-atom natural (NBO) charges, elementary charge units: number 1, C, carries 0.489; number 2, C, carries -0.268; number 3, N, carries -0.140; number 4, O, carries -0.539; number 5, O, carries -0.309; number 6, H, carries 0.215; number 7, H, carries 0.196; number 8, H, carries 0.355

Entry 7:
This record from the OMol25 dataset describes C2H3NO2 in the gas phase. The level of theory is ωB97M-V with the def2-TZVPD basis set.

The value obtained for the electronic energy is -283.12340 Eh. The calculation puts the lowest unoccupied orbital energy at -0.010 eV. The value obtained for the energy above the lowest of the compared OMol25 structures with the same formula, charge and spin is 353.4 kJ/mol. Its HOMO energy is -9.240 eV.

ORCA input file:
```
! RIJCOSX wB97M-V def2-TZVPD def2/J DEFGRID3
* xyz 0 1
N -1.0991 -0.3120 0.5056
C -0.1863 0.5977 -0.0039
O -0.4034 1.7346 -0.3165
C 1.2322 -0.2165 -0.6397
O 1.2255 0.2255 0.5575
H -2.0296 -0.1091 0.1633
H -0.8497 -1.2854 0.4149
H 2.2295 -0.5755 -0.9719
*
```

Per-atom natural (NBO) charges, elementary charge units: number 1, N, carries -0.840; number 2, C, carries 0.787; number 3, O, carries -0.599; number 4, C, carries 0.161; number 5, O, carries -0.436; number 6, H, carries 0.401; number 7, H, carries 0.386; number 8, H, carries 0.140

Entry 8:
This record from the OMol25 dataset describes C2H3NO2 in the gas phase. The level of theory is ωB97M-V with the def2-TZVPD basis set.

The value obtained for the electronic energy is -283.25801 Eh. The calculation puts the lowest unoccupied orbital energy at 0.632 eV. The value obtained for the energy above the lowest of the compared OMol25 structures with the same formula, charge and spin is 0.0 kJ/mol. Its HOMO energy is -10.454 eV.

ORCA input file:
```
! RIJCOSX wB97M-V def2-TZVPD def2/J DEFGRID3
* xyz 0 1
O -2.3091 0.0484 -0.1128
C -1.1498 0.2068 -0.4087
N -0.1129 -0.2624 0.3870
C 1.2280 -0.0510 0.1281
O 1.6486 0.5088 -0.8546
H -0.7886 0.7308 -1.3041
H -0.3898 -0.7417 1.2290
H 1.8736 -0.4396 0.9359
*
```

Per-atom natural (NBO) charges, elementary charge units: number 1, O, carries -0.546; number 2, C, carries 0.537; number 3, N, carries -0.662; number 4, C, carries 0.540; number 5, O, carries -0.555; number 6, H, carries 0.151; number 7, H, carries 0.413; number 8, H, carries 0.123

Entry 9:
This record from the OMol25 dataset describes C2H3NO2 in the gas phase in a non-equilibrium geometry. The level of theory is ωB97M-V with the def2-TZVPD basis set.

The value obtained for the electronic energy is -283.16044 Eh. The calculation puts the lowest unoccupied orbital energy at 0.236 eV. The value obtained for the energy above the lowest of the compared OMol25 structures with the same formula, charge and spin is 256.2 kJ/mol. Its HOMO energy is -9.112 eV.

ORCA input file:
```
! RIJCOSX wB97M-V def2-TZVPD def2/J DEFGRID3
* xyz 0 1
N 0.0590 0.4686 1.1983
C 0.6650 0.1698 0.0268
O 1.7599 0.5659 -0.3418
C 0.0354 -0.8295 -0.8850
O -1.1623 -0.4546 -1.2890
H 0.5379 1.0475 1.8692
H -0.8617 0.1156 1.3951
H -1.3010 -1.0975 -1.9910
*
```

Per-atom natural (NBO) charges, elementary charge units: number 1, N, carries -0.815; number 2, C, carries 0.501; number 3, O, carries -0.574; number 4, C, carries 0.199; number 5, O, carries -0.631; number 6, H, carries 0.410; number 7, H, carries 0.399; number 8, H, carries 0.511

Entry 10:
This record from the OMol25 dataset describes 2 unconnected molecules or ions with the total composition C2H3NO2 in a non-equilibrium geometry. The level of theory is ωB97M-V with the def2-TZVPD basis set.

The value obtained for the electronic energy is -283.05237 Eh. The calculation puts the lowest unoccupied orbital energy (alpha / beta) at -0.968 / -1.050 eV. The value obtained for the energy above the lowest of the compared OMol25 structures with the same formula, charge and spin is 539.9 kJ/mol. Its HOMO energy (alpha / beta) is -8.854 / -8.785 eV.

ORCA input file:
```
! RIJCOSX wB97M-V def2-TZVPD def2/J DEFGRID3
* xyz 0 1
C 0.1830 -0.8315 -0.0880
C 0.3938 -0.0218 1.0158
N -1.1798 1.3610 -0.8677
O 0.5187 -0.5071 -1.2873
O -0.6660 0.8201 -1.7117
H -0.3487 -1.6665 0.0914
H 0.1660 -0.0567 2.0332
H 0.9330 0.9024 0.8144
*
```

Per-atom natural (NBO) charges, elementary charge units: number 1, C, carries 0.144; number 2, C, carries -0.448; number 3, N, carries 0.297; number 4, O, carries -0.535; number 5, O, carries 0.020; number 6, H, carries 0.136; number 7, H, carries 0.205; number 8, H, carries 0.181

energy above the lowest of the compared OMol25 structures with the same formula, charge and spin of number 6 (C2H3NO2)? 442.4 kJ/mol